No. 1
{
  "formula": "C5H11Cl",
  "method": "wB97M-V/def2-TZVPD",
  "elements": ["C", "C", "C", "C", "C", "Cl", "H", "H", "H", "H", "H", "H", "H", "H", "H", "H", "H"],
  "coordinates": [[-0.021, -1.670, -0.637], [-0.109, 0.138, 1.567], [-1.268, 0.828, -0.513], [1.228, 0.724, -0.598], [0.007, 0.129, 0.090], [2.692, 0.039, 0.055], [-0.773, -2.211, -0.125], [0.972, -2.099, -0.310], [-0.161, -1.531, -1.685], [0.794, -0.421, 2.015], [-0.932, -0.464, 1.917], [-0.104, 1.249, 1.973], [-1.948, 1.147, 0.291], [-1.191, 1.794, -1.007], [-1.842, 0.124, -1.065], [1.296, 0.457, -1.552], [1.362, 1.766, -0.415]],
  "lowdin_charge": [0.0186, -0.1247, -0.0684, -0.5849, -0.5227, 0.6075, 0.0236, 0.0440, 0.0351, 0.0810, 0.0701, 0.1311, 0.0714, 0.0745, 0.0535, 0.0190, 0.0714],
  "homo_lumo_gap_ev": 10.65,
  "e_tot_ev": -17884.1578,
  "mol_weight_g_mol": 106.60
}


No. 2
{
  "formula": "C32H43Cl14N3O6",
  "method": "wB97M-V/def2-TZVPD",
  "elements": ["O", "N", "O", "C", "C", "C", "C", "C", "C", "H", "H", "H", "H", "H", "O", "N", "O", "C", "C", "C", "C", "C", "C", "H", "H", "H", "H", "H", "O", "N", "O", "C", "C", "C", "C", "C", "C", "H", "H", "H", "H", "H", "Cl", "C", "C", "Cl", "H", "H", "H", "H", "Cl", "C", "C", "Cl", "H", "H", "H", "H", "Cl", "C", "C", "Cl", "H", "H", "H", "H", "Cl", "C", "C", "Cl", "H", "H", "H", "H", "Cl", "C", "C", "Cl", "H", "H", "H", "H", "Cl", "C", "C", "Cl", "H", "H", "H", "H", "Cl", "C", "C", "Cl", "H", "H", "H", "H"],
  "coordinates": [[6.649, 30.743, 5.099], [7.590, 30.738, 5.872], [8.703, 30.334, 5.565], [7.387, 31.270, 7.204], [8.286, 30.943, 8.216], [8.050, 31.368, 9.498], [7.024, 32.276, 9.750], [6.146, 32.621, 8.728], [6.324, 32.120, 7.448], [9.109, 30.300, 7.925], [8.671, 31.044, 10.324], [6.912, 32.703, 10.737], [5.321, 33.273, 8.980], [5.628, 32.438, 6.683], [12.508, 23.882, 5.333], [12.430, 25.040, 4.964], [13.343, 25.689, 4.492], [11.140, 25.726, 5.137], [10.878, 26.833, 4.364], [9.652, 27.478, 4.554], [8.714, 26.992, 5.444], [8.993, 25.850, 6.200], [10.206, 25.219, 6.024], [11.527, 27.347, 3.667], [9.422, 28.355, 3.967], [7.792, 27.548, 5.572], [8.326, 25.539, 6.991], [10.433, 24.388, 6.681], [8.322, 29.473, -2.062], [7.809, 30.466, -1.585], [7.181, 31.315, -2.180], [8.083, 30.714, -0.154], [7.580, 31.843, 0.465], [7.879, 32.099, 1.794], [8.698, 31.196, 2.479], [9.162, 30.031, 1.885], [8.840, 29.803, 0.558], [6.984, 32.542, -0.107], [7.576, 32.970, 2.354], [9.004, 31.520, 3.468], [9.830, 29.369, 2.414], [9.274, 28.924, 0.094], [11.807, 34.641, 6.732], [12.366, 33.485, 5.470], [11.514, 32.234, 5.533], [12.022, 31.137, 4.237], [13.409, 33.265, 5.667], [12.267, 34.017, 4.529], [10.459, 32.455, 5.435], [11.689, 31.746, 6.490], [9.897, 33.144, -2.359], [10.921, 31.751, -2.736], [11.762, 31.987, -3.980], [13.078, 33.112, -3.701], [10.252, 30.921, -2.966], [11.547, 31.495, -1.886], [11.128, 32.307, -4.803], [12.208, 31.030, -4.260], [8.339, 34.133, 5.617], [8.890, 35.623, 4.770], [7.739, 36.399, 4.168], [6.829, 35.348, 3.054], [9.525, 35.293, 3.950], [9.479, 36.168, 5.500], [8.168, 37.239, 3.617], [7.075, 36.869, 4.889], [8.537, 26.473, -0.780], [9.226, 24.846, -0.391], [8.515, 24.301, 0.825], [8.864, 25.271, 2.285], [10.303, 24.934, -0.318], [8.977, 24.255, -1.271], [8.852, 23.293, 1.058], [7.445, 24.320, 0.641], [12.742, 25.064, 1.125], [13.783, 26.440, 1.579], [13.659, 27.584, 0.571], [12.296, 28.671, 0.957], [14.816, 26.107, 1.556], [13.463, 26.761, 2.563], [13.478, 27.194, -0.425], [14.584, 28.153, 0.582], [5.741, 27.808, -4.738], [5.453, 28.708, -3.221], [4.591, 29.923, -3.482], [2.923, 29.417, -3.908], [6.389, 28.925, -2.711], [4.941, 27.976, -2.597], [5.007, 30.493, -4.306], [4.461, 30.523, -2.588], [5.053, 27.178, 3.088], [6.409, 28.161, 2.438], [5.970, 29.590, 2.235], [4.854, 29.686, 0.827], [6.860, 27.666, 1.585], [7.116, 28.142, 3.270], [6.866, 30.165, 2.008], [5.468, 30.053, 3.072]],
  "lowdin_charge": [0.0846, -0.3233, 0.0375, -0.1848, -0.0016, -0.0624, -0.0582, -0.0601, -0.0324, 0.1225, 0.1116, 0.1092, 0.1108, 0.1220, 0.0877, -0.3350, 0.0484, -0.1544, -0.0256, -0.1152, -0.0776, -0.0543, -0.0110, 0.0935, 0.0651, 0.1038, 0.1098, 0.1223, 0.0215, -0.3389, 0.0642, -0.1608, -0.0189, -0.0601, -0.0865, -0.0900, -0.0276, 0.1269, 0.0433, 0.0761, 0.0637, 0.0614, 0.5445, -0.6352, -0.6842, 0.5942, 0.0679, 0.0642, -0.0034, 0.0736, 0.5861, -0.6650, -0.6928, 0.5602, 0.0565, 0.0699, 0.0722, 0.0729, 0.5885, -0.6267, -0.6363, 0.5840, 0.0696, 0.0522, 0.0794, 0.0748, 0.5821, -0.6059, -0.6294, 0.6167, 0.0215, 0.0715, 0.0734, 0.0683, 0.5785, -0.6348, -0.6267, 0.5830, 0.0778, 0.0189, 0.0585, 0.0724, 0.5374, -0.6660, -0.6548, 0.5262, 0.0255, 0.0604, 0.0673, 0.0545, 0.5359, -0.6499, -0.6395, 0.5703, 0.0406, 0.0362, -0.0012, 0.0569],
  "homo_lumo_gap_ev": 8.75,
  "smiles": "O=[N+]([O-])c1ccccc1.O=[N+]([O-])c1ccccc1.O=[N+]([O-])c1ccccc1.ClCCCl.ClCCCl.ClCCCl.ClCCCl.ClCCCl.ClCCCl.ClCCCl",
  "e_tot_ev": -225944.5188,
  "mol_weight_g_mol": 1062.05
}


No. 3
{
  "formula": "C13H20Cl2NO4S",
  "method": "wB97M-V/def2-TZVPD",
  "elements": ["C", "C", "Cl", "C", "Cl", "C", "C", "C", "C", "O", "O", "C", "C", "S", "N", "H", "H", "H", "H", "H", "H", "H", "H", "H", "H", "C", "O", "C", "C", "O", "C", "H", "H", "H", "H", "H", "H", "H", "H", "H", "H"],
  "coordinates": [[-3.303, -1.923, -3.271], [-1.895, -2.494, -3.110], [-1.516, -3.561, -4.483], [-0.781, -1.429, -2.967], [-0.344, -0.654, -4.511], [-1.162, -0.386, -1.937], [-1.452, -0.727, -0.639], [-1.820, 0.276, 0.253], [-2.116, -0.025, 1.698], [-1.785, 0.737, 2.560], [-2.734, -1.198, 1.866], [-1.902, 1.598, -0.151], [-1.604, 1.910, -1.463], [-1.654, 3.555, -2.015], [-1.240, 0.908, -2.295], [-3.395, -0.911, -2.878], [-4.022, -2.540, -2.739], [-3.584, -1.903, -4.320], [-1.809, -3.147, -2.246], [0.126, -1.922, -2.621], [-1.388, -1.759, -0.326], [-2.703, -1.421, 2.812], [-2.193, 2.360, 0.557], [-1.767, 3.279, -3.321], [-1.009, 1.127, -3.261], [3.248, 0.458, 0.503], [2.387, 1.326, 1.217], [1.533, 0.661, 2.133], [2.061, 0.680, 3.551], [3.272, -0.038, 3.675], [4.430, 0.781, 3.693], [4.022, 1.068, 0.043], [3.715, -0.278, 1.160], [2.699, -0.068, -0.289], [1.372, -0.378, 1.813], [0.573, 1.180, 2.113], [1.325, 0.198, 4.202], [2.184, 1.713, 3.891], [4.546, 1.264, 4.668], [4.396, 1.547, 2.915], [5.288, 0.135, 3.518]],
  "lowdin_charge": [-0.0968, -0.7450, 0.6596, -0.6139, 0.7227, -0.2252, 0.0801, -0.0569, -0.4753, 0.1564, 0.1542, 0.0151, -0.5656, 0.9614, 0.1103, 0.0731, 0.0922, 0.0756, 0.0968, 0.1221, 0.1486, 0.1539, 0.1432, -0.0945, 0.0935, -0.1067, -0.1885, -0.2149, -0.2012, -0.1872, -0.1004, 0.0935, 0.0869, 0.0767, 0.1250, 0.1018, 0.1282, 0.1325, 0.0922, 0.0846, 0.0920],
  "homo_lumo_gap_ev": 6.49,
  "total_charge": 1,
  "e_tot_ev": -59358.6273,
  "mol_weight_g_mol": 357.28
}


No. 4
{
  "formula": "C26H44Hg2O32PS5",
  "method": "wB97M-V/def2-TZVPD",
  "elements": ["Hg", "Hg", "P", "O", "O", "O", "O", "C", "C", "O", "S", "O", "O", "O", "H", "H", "H", "H", "C", "C", "O", "S", "O", "O", "O", "H", "H", "H", "H", "C", "C", "O", "S", "O", "O", "O", "H", "H", "H", "H", "C", "C", "O", "S", "O", "O", "O", "H", "H", "H", "H", "C", "C", "O", "S", "O", "O", "O", "H", "H", "H", "H", "O", "C", "O", "C", "C", "C", "H", "H", "H", "H", "H", "H", "O", "C", "O", "C", "C", "C", "H", "H", "H", "H", "H", "H", "O", "C", "O", "C", "C", "C", "H", "H", "H", "H", "H", "H", "O", "C", "O", "C", "C", "C", "H", "H", "H", "H", "H", "H"],
  "coordinates": [[-1.442, 2.489, 0.601], [-0.099, -0.103, -2.777], [-0.342, 0.149, -0.311], [-1.345, -0.705, -1.071], [1.058, -0.248, -0.841], [-0.557, 0.604, 1.083], [-0.577, 1.387, -1.206], [1.616, -1.552, 2.292], [0.257, -1.865, 2.900], [0.619, -2.366, 4.130], [1.935, -3.388, 4.007], [1.500, -4.703, 3.527], [2.878, -3.347, 5.089], [2.627, -2.446, 2.729], [1.912, -0.518, 2.463], [1.501, -1.742, 1.225], [-0.413, -2.535, 2.361], [-0.283, -0.918, 2.923], [-3.797, 1.369, -2.253], [-5.313, 1.476, -2.258], [-5.665, 1.431, -3.632], [-4.565, 0.430, -4.448], [-4.495, 0.900, -5.842], [-4.912, -0.999, -4.246], [-3.349, 1.029, -3.515], [-3.486, 0.619, -1.526], [-3.228, 2.268, -2.015], [-5.635, 2.300, -1.623], [-5.821, 0.585, -1.890], [-3.326, -3.954, -0.949], [-4.105, -2.710, -1.435], [-4.789, -3.231, -2.587], [-5.330, -4.783, -2.346], [-5.328, -5.662, -3.497], [-6.510, -4.811, -1.463], [-3.979, -5.130, -1.501], [-3.392, -3.989, 0.138], [-2.273, -3.980, -1.230], [-3.416, -1.901, -1.676], [-4.804, -2.399, -0.658], [-2.961, -1.058, 2.012], [-4.183, -0.224, 1.614], [-5.170, -1.260, 1.520], [-5.024, -2.371, 2.713], [-5.548, -3.606, 2.074], [-5.521, -1.857, 4.001], [-3.358, -2.295, 2.627], [-2.417, -0.362, 2.651], [-2.340, -1.186, 1.125], [-3.991, 0.323, 0.691], [-4.554, 0.424, 2.409], [4.476, -1.265, -0.289], [4.414, -1.732, -1.716], [5.320, -0.965, -2.372], [6.644, -0.549, -1.459], [7.026, 0.847, -1.668], [7.594, -1.598, -1.515], [5.766, -0.652, -0.091], [4.483, -2.153, 0.343], [3.687, -0.575, 0.010], [3.498, -1.556, -2.280], [4.743, -2.771, -1.695], [-1.196, 3.086, 5.435], [-0.054, 2.727, 5.168], [0.943, 2.865, 6.033], [2.159, 2.291, 5.523], [1.712, 1.311, 4.448], [0.428, 2.081, 3.889], [2.805, 1.922, 6.320], [2.633, 3.195, 5.139], [1.555, 0.312, 4.855], [2.464, 1.219, 3.663], [-0.332, 1.485, 3.384], [0.630, 2.923, 3.227], [0.832, 3.238, 0.910], [2.002, 3.316, 0.486], [2.663, 4.457, 0.374], [4.012, 4.317, -0.016], [4.196, 2.802, -0.294], [2.896, 2.151, 0.150], [4.691, 4.624, 0.779], [4.264, 4.962, -0.858], [4.939, 2.397, 0.393], [4.432, 2.404, -1.281], [3.042, 1.505, 1.016], [2.467, 1.508, -0.619], [0.635, -2.444, -2.821], [1.130, -3.357, -2.196], [2.227, -4.019, -2.664], [2.531, -5.022, -1.775], [1.957, -4.493, -0.447], [0.655, -3.906, -0.865], [3.619, -5.091, -1.746], [2.138, -5.944, -2.204], [2.620, -3.853, 0.135], [1.894, -5.311, 0.270], [0.275, -3.090, -0.250], [-0.133, -4.619, -1.110], [-1.548, 4.343, -0.889], [-0.946, 5.073, -1.737], [-1.217, 6.339, -2.201], [-0.114, 6.841, -2.917], [0.553, 5.648, -3.486], [0.327, 4.673, -2.353], [0.575, 7.326, -2.226], [-0.451, 7.634, -3.585], [1.606, 5.813, -3.712], [0.103, 5.301, -4.416], [1.189, 4.835, -1.705], [0.284, 3.613, -2.601]],
  "lowdin_charge": [1.3730, 1.3880, -0.1257, -0.4059, -0.4059, -0.3600, -0.5100, -0.2253, -0.2261, -0.1765, 0.7787, -0.2416, -0.2105, -0.1935, 0.1033, 0.0884, 0.1301, 0.0937, -0.2512, -0.1711, -0.1847, 0.7922, -0.2308, -0.2296, -0.2185, 0.0826, 0.1096, 0.1398, 0.1295, -0.1344, -0.1559, -0.2332, 0.7322, -0.2230, -0.2454, -0.2051, 0.1154, 0.1028, 0.0975, 0.1106, -0.2142, -0.1555, -0.2335, 0.7722, -0.2312, -0.2256, -0.1871, 0.1091, 0.0842, 0.1061, 0.1320, -0.1525, -0.2287, -0.1870, 0.7077, -0.2415, -0.1967, -0.1964, 0.1258, 0.0987, 0.1337, 0.1308, 0.0949, -0.4921, 0.0431, -0.1326, -0.1074, -0.0567, 0.1364, 0.1285, 0.1174, 0.0946, 0.0814, 0.1017, -0.0302, -0.4084, 0.0576, -0.1086, -0.1109, -0.0758, 0.1344, 0.1315, 0.1185, 0.1200, 0.1250, 0.0995, 0.0210, -0.4217, 0.0411, -0.1569, -0.1335, -0.0544, 0.1328, 0.1442, 0.1094, 0.1300, 0.1085, 0.1391, -0.0323, -0.3314, 0.0746, -0.1623, -0.1392, -0.0895, 0.1406, 0.1482, 0.1316, 0.1302, 0.1293, 0.1254],
  "homo_lumo_gap_ev": 5.82,
  "total_charge": 1,
  "e_tot_ev": -164993.6386,
  "mol_weight_g_mol": 1461.10
}